{"formula": "C31H46GeInN9O2Se", "method": "ωB97M-V/def2-TZVPD", "species": ["In", "C", "C", "C", "C", "C", "N", "C", "C", "C", "C", "C", "C", "C", "N", "C", "C", "C", "N", "C", "C", "N", "C", "C", "C", "N", "H", "H", "H", "H", "H", "H", "H", "H", "H", "H", "H", "H", "H", "H", "H", "H", "H", "H", "N", "C", "C", "C", "C", "N", "C", "N", "N", "C", "O", "O", "H", "H", "H", "H", "H", "H", "H", "H", "H", "H", "H", "H", "H", "H", "C", "Ge", "C", "C", "C", "Se", "C", "H", "H", "H", "H", "H", "H", "H", "H", "H", "H", "H", "H", "H", "H"], "positions_angstrom": [[0.258, -0.355, 0.348], [5.666, 4.298, -0.221], [4.395, 3.522, -0.307], [3.175, 4.188, -0.408], [1.998, 3.488, -0.484], [1.958, 2.084, -0.448], [0.717, 1.470, -0.549], [-0.148, 2.058, -1.469], [0.303, 2.361, -2.759], [-0.471, 3.071, -3.650], [-1.745, 3.512, -3.300], [-2.579, 4.330, -4.232], [-2.227, 3.163, -2.049], [-1.453, 2.448, -1.141], [-1.997, 2.190, 0.132], [-2.804, 3.007, 0.830], [-3.223, 2.323, 1.951], [-2.621, 1.073, 1.845], [-1.870, 1.010, 0.742], [3.181, 1.416, -0.285], [4.373, 2.141, -0.234], [3.261, 0.011, -0.142], [4.213, -0.799, -0.627], [4.044, -2.042, -0.048], [2.957, -1.895, 0.799], [2.496, -0.643, 0.743], [5.678, 5.097, -0.958], [5.745, 4.756, 0.765], [6.530, 3.659, -0.378], [3.156, 5.266, -0.418], [1.062, 4.020, -0.559], [1.296, 2.043, -3.040], [-0.077, 3.304, -4.627], [-1.957, 4.867, -4.941], [-3.262, 3.695, -4.794], [-3.174, 5.050, -3.676], [-3.223, 3.467, -1.763], [-3.019, 4.004, 0.509], [-3.864, 2.679, 2.731], [-2.719, 0.221, 2.496], [5.304, 1.607, -0.107], [4.932, -0.474, -1.352], [4.628, -2.920, -0.226], [2.494, -2.610, 1.456], [-1.677, -1.765, -0.061], [-1.670, -2.374, -1.391], [-2.242, -3.813, -1.329], [-1.706, -4.930, -2.236], [-1.745, -4.757, -3.761], [-2.901, -4.024, -4.253], [-2.853, -3.055, -5.166], [-3.983, -2.686, -5.784], [-1.715, -2.438, -5.443], [-0.238, -2.202, -2.012], [-0.113, -2.413, -3.209], [0.675, -1.781, -1.254], [-1.630, -2.482, 0.662], [-2.505, -1.204, 0.114], [-2.303, -1.767, -2.048], [-3.326, -3.744, -1.454], [-2.070, -4.192, -0.317], [-2.285, -5.816, -1.968], [-0.668, -5.138, -1.979], [-1.753, -5.756, -4.212], [-0.843, -4.251, -4.094], [-3.792, -4.473, -4.093], [-4.842, -3.199, -5.676], [-3.961, -1.977, -6.497], [-0.954, -2.450, -4.754], [-1.682, -1.731, -6.157], [-1.055, -2.286, 5.720], [0.482, -1.084, 6.056], [-0.147, 0.731, 6.548], [1.806, -1.851, 7.306], [1.317, -0.980, 4.185], [0.036, -0.071, 3.043], [0.881, 1.658, 2.972], [-1.807, -2.184, 6.496], [-0.738, -3.324, 5.705], [-1.511, -2.047, 4.759], [-0.791, 0.660, 7.421], [-0.722, 1.169, 5.734], [0.679, 1.389, 6.802], [1.326, -2.022, 8.265], [2.645, -1.182, 7.466], [2.180, -2.804, 6.944], [1.440, -1.993, 3.802], [2.269, -0.459, 4.116], [1.018, 2.024, 3.988], [0.238, 2.339, 2.418], [1.843, 1.568, 2.469]], "lowdin_charge": [0.805, -0.039, -0.268, -0.016, -0.004, -0.249, -0.046, -0.259, 0.000, -0.018, -0.266, -0.039, 0.026, -0.130, -0.074, -0.021, -0.017, -0.188, -0.018, -0.127, 0.033, -0.065, -0.006, -0.009, -0.121, -0.020, 0.088, 0.092, 0.081, 0.124, 0.126, 0.132, 0.120, 0.084, 0.087, 0.085, 0.123, 0.136, 0.110, 0.087, 0.123, 0.143, 0.111, 0.118, 0.033, -0.244, -0.130, -0.152, -0.153, 0.098, -0.425, 0.203, 0.222, -0.573, 0.029, -0.048, 0.101, 0.093, 0.156, 0.117, 0.115, 0.118, 0.126, 0.136, 0.100, 0.165, 0.128, 0.129, 0.080, 0.135, -0.212, 0.818, -0.212, -0.204, -0.524, 0.944, -0.316, 0.025, 0.023, -0.009, 0.026, -0.001, 0.024, 0.024, 0.022, 0.021, 0.013, 0.031, 0.045, 0.037, 0.032], "homo_ev": -11.71, "homo_lumo_gap_ev": 7.17, "total_charge": 2}